(one)
One molecule with the formula C18H20N2O5S, computed with wB97M-V/def2-TZVPD.

Structure (XYZ):
```
46
C18H20N2O5S wB97M-V/def2-TZVPD
C -3.81 -4.48 0.36
C -3.33 -3.04 0.28
C -2.53 -2.40 1.25
C -2.30 -1.18 1.26
C -2.80 -0.48 0.13
N -2.50 1.03 0.25
C -2.00 1.64 1.51
C -0.52 1.43 1.64
O -0.12 1.90 2.94
N 0.20 0.92 0.80
C 1.50 0.50 0.88
C 2.35 0.58 1.89
C 3.79 0.43 1.61
C 4.25 -0.45 0.46
C 3.44 -0.44 -0.62
C 2.03 0.07 -0.73
O 3.81 -0.82 -1.76
C 5.00 -1.79 -1.73
C 6.04 -0.74 -0.93
O 5.54 -0.60 0.24
S -2.17 1.86 -1.25
C -1.27 3.34 -0.98
O -3.39 2.00 -2.14
O -1.12 0.56 -1.94
C -3.68 -0.92 -0.67
C -4.03 -2.30 -0.55
H -4.97 -4.74 0.50
H -3.41 -4.97 0.96
H -3.50 -4.98 -0.72
H -2.41 -3.17 2.10
H -1.85 -0.70 2.31
H -2.43 1.47 2.24
H -2.13 2.82 1.48
H -0.21 0.48 0.05
H 2.10 1.00 2.78
H 4.46 0.51 2.41
H 1.25 -0.11 -1.23
H 5.32 -1.91 -2.73
H 4.95 -2.61 -1.34
H 6.99 -1.22 -0.62
H 6.08 0.23 -1.46
H -0.43 3.14 -0.51
H -1.07 3.53 -1.89
H -1.98 3.79 -0.57
H -4.05 -0.16 -1.59
H -4.59 -2.55 -1.63
```

Its SMILES is Cc1ccc(N(CC(=O)Nc2ccc3c(c2)OCCO3)S(C)(=O)=O)cc1. As for the gap between HOMO and LUMO: 7.83 eV. The lowest unoccupied orbital energy is -0.066 eV.

***

(two)
One molecule with the formula C18H20N2O5S, computed with wB97M-V/def2-TZVPD.

Structure (XYZ):
```
46
C18H20N2O5S wB97M-V/def2-TZVPD
C 0.26 4.15 0.85
O 1.19 4.09 -0.21
C 1.85 2.92 -0.44
C 2.72 2.91 -1.53
C 3.41 1.76 -1.83
C 3.26 0.61 -1.07
C 2.40 0.61 0.02
N 2.26 -0.54 0.81
C 1.37 -0.52 1.95
C -0.11 -0.31 1.59
O -0.85 0.34 2.30
N -0.45 -0.90 0.42
C -1.69 -0.91 -0.24
C -1.74 -1.52 -1.49
C -2.93 -1.55 -2.19
C -4.07 -0.98 -1.65
C -4.02 -0.37 -0.40
C -5.28 0.23 0.12
C -5.24 0.82 1.51
O -6.30 0.23 -0.53
C -2.83 -0.33 0.31
S 2.55 -2.05 0.14
C 4.36 -2.23 0.22
O 2.10 -2.08 -1.22
O 1.98 -3.02 1.03
C 1.69 1.78 0.33
H -0.16 5.15 0.80
H 0.74 4.01 1.82
H -0.54 3.41 0.73
H 2.83 3.81 -2.12
H 4.07 1.74 -2.68
H 3.78 -0.29 -1.35
H 1.68 0.24 2.67
H 1.45 -1.50 2.43
H 0.27 -1.41 -0.07
H -0.84 -1.96 -1.90
H -2.97 -2.03 -3.16
H -5.01 -1.00 -2.19
H -4.93 0.07 2.23
H -6.22 1.19 1.78
H -4.52 1.64 1.54
H -2.76 0.13 1.27
H 4.72 -2.51 -0.77
H 4.79 -1.30 0.55
H 4.55 -3.02 0.93
H 1.02 1.79 1.17
```

Its SMILES is COc1cccc(N(CC(=O)Nc2cccc(C(C)=O)c2)S(C)(=O)=O)c1. As for the gap between HOMO and LUMO: 8.99 eV. The lowest unoccupied orbital energy is 0.352 eV.

***

Relative energies with respect to the most stable structure, expressed in kJ/mol: (one) 1872.8; (two) 0.0.

***

(one)
A 10-piece molecular cluster, C20H60O10 overall, computed with wB97M-V/def2-TZVPD.

Structure (XYZ):
```
90
C20H60O10 wB97M-V/def2-TZVPD
C 12.84 46.24 8.35
C 11.53 45.64 8.13
O 10.95 46.11 6.96
H 13.46 45.70 9.18
H 12.67 47.26 8.59
H 13.56 46.11 7.59
H 10.78 45.53 8.91
H 11.71 44.68 7.82
H 10.00 45.82 6.91
C 10.56 39.60 10.08
C 10.72 38.35 11.09
O 9.40 37.79 11.09
H 10.58 39.40 9.09
H 11.45 40.20 10.22
H 10.11 40.23 10.64
H 10.80 38.66 12.03
H 11.32 37.60 10.79
H 9.49 37.05 11.70
C 10.05 41.90 7.55
C 10.38 42.16 6.07
O 11.22 41.08 5.62
H 9.55 40.94 7.46
H 9.21 42.45 7.85
H 10.83 41.81 8.16
H 10.87 43.10 5.96
H 9.43 42.10 5.54
H 11.48 41.31 4.58
C 7.51 46.31 14.86
C 8.67 47.13 15.23
O 9.87 46.58 14.76
H 7.67 45.22 14.77
H 7.35 46.60 13.86
H 6.54 46.48 15.17
H 8.82 47.20 16.44
H 8.36 47.99 14.96
H 10.57 47.31 14.80
C 13.36 45.03 15.12
C 14.10 46.23 14.82
O 13.83 46.68 13.50
H 13.43 44.21 14.28
H 12.35 45.05 15.27
H 13.78 44.63 16.01
H 15.22 46.04 14.78
H 13.73 46.99 15.57
H 14.41 46.30 12.90
C 9.63 41.73 15.26
C 9.34 42.81 16.17
O 10.15 42.63 17.40
H 10.63 41.52 15.01
H 9.15 42.07 14.46
H 9.12 40.89 15.75
H 8.29 42.89 16.32
H 9.84 43.79 15.88
H 9.75 43.29 17.90
C 7.13 47.41 10.21
C 6.68 45.98 10.49
O 7.64 45.07 10.09
H 6.37 47.95 10.35
H 7.36 47.34 9.12
H 8.02 47.66 10.51
H 5.63 45.84 10.02
H 6.69 46.14 11.57
H 8.21 44.92 10.94
C 5.51 41.00 11.35
C 6.79 40.25 11.85
O 7.17 39.37 10.79
H 5.07 41.31 12.07
H 4.77 40.25 11.02
H 5.84 41.61 10.43
H 6.68 39.52 12.80
H 7.53 40.88 12.35
H 7.95 39.04 11.03
C 10.31 49.85 12.30
C 11.32 48.73 12.23
O 11.83 48.44 13.52
H 10.02 50.34 11.27
H 10.62 50.42 12.82
H 9.43 49.49 12.79
H 12.27 48.99 11.68
H 10.78 47.83 11.77
H 12.80 47.85 13.37
C 10.19 43.06 11.56
C 10.50 44.19 12.41
O 9.18 44.79 12.61
H 10.86 42.35 11.84
H 10.28 43.32 10.52
H 9.32 42.67 11.65
H 11.06 44.96 12.04
H 10.76 44.14 13.48
H 9.32 45.47 13.36
```

Its SMILES is CCO.CCO.CCO.CCO.CCO.CCO.CCO.CCO.CCO.CCO. As for the gap between HOMO and LUMO: 9.49 eV. The lowest unoccupied orbital energy is 0.203 eV.

***

(two)
A 10-piece molecular cluster, C20H60O10 overall, computed with wB97M-V/def2-TZVPD.

Structure (XYZ):
```
90
C20H60O10 wB97M-V/def2-TZVPD
C -8.83 5.64 5.84
C -9.40 4.37 6.56
O -8.74 3.25 6.04
H -9.14 5.55 4.80
H -7.77 5.78 6.06
H -9.37 6.56 6.06
H -10.49 4.42 6.48
H -9.33 4.52 7.64
H -9.08 2.51 6.55
C -17.20 6.46 -0.45
C -16.33 5.94 -1.67
O -15.79 7.03 -2.40
H -16.52 7.27 -0.18
H -17.26 5.61 0.22
H -18.18 6.84 -0.71
H -17.00 5.40 -2.33
H -15.54 5.21 -1.47
H -16.50 7.21 -3.02
C -21.27 7.91 6.30
C -21.26 9.20 7.11
O -19.91 9.56 7.44
H -22.24 7.79 5.80
H -21.09 7.07 6.96
H -20.53 7.79 5.51
H -21.89 9.08 7.99
H -21.62 9.98 6.44
H -19.51 10.11 6.76
C -12.63 -3.39 3.03
C -14.12 -3.22 3.36
O -14.93 -3.61 2.31
H -12.04 -3.03 3.87
H -12.32 -3.09 2.03
H -12.48 -4.46 2.87
H -14.22 -2.15 3.59
H -14.34 -3.69 4.32
H -15.77 -3.17 2.44
C -12.31 -1.30 11.10
C -10.84 -1.29 10.63
O -10.61 -1.45 9.27
H -12.88 -2.19 10.84
H -12.86 -0.50 10.61
H -12.20 -1.29 12.19
H -10.17 -1.95 11.18
H -10.54 -0.28 10.89
H -11.12 -2.23 9.00
C -13.71 8.61 12.69
C -15.02 9.02 12.09
O -15.17 8.33 10.87
H -13.52 9.00 13.69
H -12.95 8.95 11.99
H -13.76 7.52 12.70
H -15.05 10.09 11.86
H -15.83 8.87 12.81
H -15.95 8.55 10.35
C -16.75 2.41 5.82
C -17.91 1.43 5.90
O -18.09 0.84 4.63
H -16.83 3.13 5.00
H -15.80 1.87 5.86
H -16.87 3.03 6.71
H -18.84 1.91 6.20
H -17.72 0.73 6.72
H -18.85 0.26 4.66
C -26.39 1.03 6.95
C -25.72 1.05 8.31
O -25.58 2.37 8.81
H -27.44 1.25 7.12
H -26.32 0.08 6.42
H -25.84 1.72 6.30
H -24.68 0.75 8.30
H -26.28 0.43 9.02
H -24.81 2.43 9.37
C -21.58 -6.87 2.50
C -22.00 -5.40 2.68
O -21.11 -4.84 3.64
H -22.12 -7.33 1.67
H -21.88 -7.58 3.27
H -20.51 -6.98 2.29
H -23.00 -5.36 3.11
H -21.96 -4.80 1.77
H -21.15 -5.36 4.45
C -18.96 1.49 13.56
C -19.43 2.18 12.33
O -20.75 2.63 12.56
H -19.70 0.95 14.16
H -18.54 2.30 14.16
H -18.19 0.75 13.36
H -19.54 1.49 11.50
H -18.79 3.03 12.08
H -20.68 3.39 13.14
```

Its SMILES is CCO.CCO.CCO.CCO.CCO.CCO.CCO.CCO.CCO.CCO. As for the gap between HOMO and LUMO: 10.38 eV. The lowest unoccupied orbital energy is 0.228 eV.

***

Relative energies with respect to the most stable structure, expressed in kJ/mol: (one) 928.2; (two) 0.0.

***

(one)
A 2-piece molecular cluster, C9H14 overall, computed with wB97M-V/def2-TZVPD.

Structure (XYZ):
```
23
C9H14 wB97M-V/def2-TZVPD
C 1.27 -0.26 0.26
C -0.56 0.66 3.48
C 0.39 0.15 2.63
C -1.80 1.14 2.98
C 0.22 0.13 1.24
C -2.07 0.90 1.66
C -1.12 0.44 0.74
H -0.49 0.66 4.57
H 1.18 -0.36 3.20
H -2.43 1.68 3.68
H -3.07 1.00 1.20
H 1.25 -1.35 0.05
H 2.29 -0.13 0.67
H -1.26 0.32 -0.32
H 1.08 0.31 -0.64
C 0.16 -1.12 -2.81
C 1.05 -0.13 -3.56
H -0.31 -0.73 -1.91
H -0.55 -1.63 -3.48
H 0.80 -1.93 -2.45
H 1.39 -0.66 -4.46
H 0.63 0.85 -3.77
H 1.93 0.09 -2.96
```

As for the spin multiplicity: 2. As for the charge: -1. As for the gap between HOMO and LUMO (alpha / beta): 2.51 / 6.97 eV. The lowest unoccupied orbital energy (alpha / beta) is 3.539 / 3.489 eV.

***

(two)
A 2-piece molecular cluster, C9H14 overall, computed with wB97M-V/def2-TZVPD.

Structure (XYZ):
```
23
C9H14 wB97M-V/def2-TZVPD
C -2.29 0.74 -1.28
C 0.13 2.00 1.42
C -0.61 1.84 0.31
C 0.17 0.93 2.30
C -1.54 0.73 0.07
C -0.47 -0.27 2.01
C -1.37 -0.35 0.97
H 0.65 2.94 1.52
H -0.50 2.61 -0.51
H 0.86 0.99 3.15
H -0.14 -1.15 2.61
H -3.10 -0.13 -1.25
H -1.70 0.45 -2.14
H -1.81 -1.44 0.65
H -2.78 1.74 -1.54
C 1.74 -1.59 -0.27
C 1.88 -1.31 -1.79
H 2.15 -0.69 0.31
H 0.64 -1.58 -0.01
H 2.22 -2.51 0.09
H 2.21 -0.36 -2.01
H 1.00 -1.67 -2.42
H 2.67 -1.93 -2.19
```

As for the spin multiplicity: 2. As for the charge: -1. As for the gap between HOMO and LUMO (alpha / beta): 3.18 / 7.35 eV. The lowest unoccupied orbital energy (alpha / beta) is 4.094 / 3.872 eV.

***

Relative energies with respect to the most stable structure, expressed in kJ/mol: (one) 0.0; (two) 59.6.

***

(one)
A 2-piece molecular cluster, C9H14 overall, computed with wB97M-V/def2-TZVPD.

Structure (XYZ):
```
23
C9H14 wB97M-V/def2-TZVPD
C 2.07 1.70 -0.90
C 2.71 3.10 -1.04
H 1.01 1.78 -0.67
H 2.15 1.07 -1.80
H 2.56 1.24 -0.06
H 2.27 3.68 -1.86
H 2.47 3.66 -0.11
H 3.80 2.97 -1.12
C -2.68 -0.39 -0.95
C -0.47 -0.45 0.23
C -1.74 -1.01 0.02
C 0.33 -0.85 1.33
C -0.03 -2.06 1.94
C -2.01 -2.22 0.67
C -1.16 -2.78 1.70
H -0.32 0.54 -0.19
H 1.32 -0.38 1.50
H -3.60 -0.02 -0.45
H -3.07 -1.08 -1.72
H 0.82 -2.43 2.57
H -2.92 -2.72 0.32
H -1.35 -3.77 2.09
H -2.15 0.40 -1.49
```

As for the spin multiplicity: 2. As for the charge: -1. As for the gap between HOMO and LUMO (alpha / beta): 2.55 / 6.80 eV. The lowest unoccupied orbital energy (alpha / beta) is 3.480 / 3.460 eV.

***

(two)
A 2-piece molecular cluster, C9H14 overall, computed with wB97M-V/def2-TZVPD.

Structure (XYZ):
```
23
C9H14 wB97M-V/def2-TZVPD
C -0.24 2.50 -1.31
C -0.98 1.51 -2.14
H 0.75 2.88 -1.80
H -0.80 3.34 -0.94
H 0.25 1.91 -0.50
H -0.12 1.05 -2.94
H -1.92 1.60 -2.66
H -1.44 0.80 -1.50
C 0.18 0.48 2.52
C 0.31 -2.54 -0.68
C -0.80 -1.98 -0.01
C 1.53 -2.04 -0.22
C -0.78 -1.12 0.98
C 1.54 -1.02 0.81
C 0.39 -0.57 1.47
H 0.07 -3.32 -1.37
H -1.87 -2.23 -0.30
H 2.54 -2.20 -0.64
H -1.69 -0.95 1.56
H 2.34 -0.52 1.29
H -0.76 1.08 2.50
H 0.95 1.30 2.45
H 0.53 0.02 3.42
```

As for the spin multiplicity: 2. As for the charge: -1. As for the gap between HOMO and LUMO (alpha / beta): 2.99 / 8.14 eV. The lowest unoccupied orbital energy (alpha / beta) is 4.250 / 3.963 eV.

***

(three)
A 2-piece molecular cluster, C9H14 overall, computed with wB97M-V/def2-TZVPD.

Structure (XYZ):
```
23
C9H14 wB97M-V/def2-TZVPD
C 1.25 0.39 -3.06
C 1.31 -0.94 -3.82
H 1.24 0.09 -1.94
H 2.07 1.09 -3.16
H 0.29 0.81 -3.38
H 0.23 -1.02 -4.42
H 1.38 -1.90 -3.27
H 2.17 -0.83 -4.37
C -1.60 -1.85 0.48
C -1.06 0.63 0.24
C -0.98 -0.56 0.96
C -0.30 1.76 0.82
C -0.16 -0.73 2.08
C 0.56 1.63 1.86
C 0.61 0.33 2.41
H -1.75 0.87 -0.58
H -0.33 2.68 0.08
H -2.28 -1.72 -0.35
H -2.24 -2.20 1.31
H -0.09 -1.70 2.59
H 1.15 2.39 2.38
H 1.41 0.17 3.13
H -1.01 -2.71 0.15
```

As for the spin multiplicity: 2. As for the charge: -1. As for the gap between HOMO and LUMO (alpha / beta): 2.61 / 9.40 eV. The lowest unoccupied orbital energy (alpha / beta) is 3.965 / 3.819 eV.

***

(four)
A 2-piece molecular cluster, C9H14 overall, computed with wB97M-V/def2-TZVPD.

Structure (XYZ):
```
23
C9H14 wB97M-V/def2-TZVPD
C -1.47 0.94 1.21
C -0.39 -1.24 1.75
C -1.26 -0.49 0.89
C 0.11 -2.43 1.34
C -1.77 -1.07 -0.29
C -0.22 -2.96 0.06
C -1.29 -2.33 -0.62
H -0.12 -0.77 2.68
H 0.91 -2.91 1.91
H -0.58 1.38 1.68
H -2.36 1.21 1.88
H -2.64 -0.75 -0.86
H 0.11 -3.94 -0.26
H -1.64 -2.78 -1.55
H -1.80 1.64 0.43
C 1.36 2.14 -0.64
C 2.18 2.06 -1.93
H 1.30 3.08 -0.09
H 0.36 1.77 -0.84
H 1.89 1.50 0.08
H 2.31 0.99 -2.11
H 3.22 2.41 -1.92
H 1.78 2.56 -2.81
```

As for the spin multiplicity: 2. As for the charge: -1. As for the gap between HOMO and LUMO (alpha / beta): 2.72 / 6.86 eV. The lowest unoccupied orbital energy (alpha / beta) is 3.660 / 3.620 eV.

***

Relative energies with respect to the most stable structure, expressed in kJ/mol: (one) 0.0; (two) 180.5; (three) 118.7; (four) 10.7.

***

(one)
One molecule with the formula C4H10OS, computed with wB97M-V/def2-TZVPD.

Structure (XYZ):
```
16
C4H10OS wB97M-V/def2-TZVPD
C 0.35 -2.44 -0.56
O -0.31 -1.54 -1.51
C 0.46 -0.29 -1.44
C 0.46 0.35 -0.05
S -1.28 1.18 0.20
C -0.88 2.21 1.82
H 0.01 -3.50 -1.22
H -0.28 -2.16 0.38
H 1.45 -2.32 -0.52
H 0.02 0.54 -2.01
H 1.46 -0.47 -1.62
H 1.06 1.29 -0.08
H 0.79 -0.15 0.86
H -0.92 1.59 2.77
H -0.33 3.06 1.45
H -2.05 2.66 1.56
```

Its SMILES is COCCSC. As for the gap between HOMO and LUMO: 9.58 eV. The lowest unoccupied orbital energy is 0.881 eV.

***

(two)
One molecule with the formula C4H10OS, computed with wB97M-V/def2-TZVPD.

Structure (XYZ):
```
16
C4H10OS wB97M-V/def2-TZVPD
C -1.59 -1.02 -2.17
O -0.61 -0.36 -1.39
C -0.34 -0.87 -0.11
C -0.11 0.26 0.86
C 0.31 -0.34 2.18
S 1.28 1.31 0.34
H -1.83 -2.02 -1.75
H -2.57 -0.46 -2.06
H -1.28 -1.06 -3.23
H -1.18 -1.50 0.29
H 0.59 -1.56 -0.01
H -1.04 0.86 0.90
H 1.20 -0.92 2.19
H 0.53 0.35 2.95
H -0.53 -0.92 2.63
H 0.89 1.08 -0.87
```

Its SMILES is COC[C@@H](C)S. As for the gap between HOMO and LUMO: 9.84 eV. The lowest unoccupied orbital energy is 0.963 eV.

***

Relative energies with respect to the most stable structure, expressed in kJ/mol: (one) 258.0; (two) 0.0.

***

(one)
A 2-piece molecular cluster, C4H10OS overall, computed with wB97M-V/def2-TZVPD.

Structure (XYZ):
```
16
C4H10OS wB97M-V/def2-TZVPD
C -2.82 1.21 0.48
C -3.94 0.52 0.30
O -4.32 -0.52 1.10
H -2.57 2.17 0.07
H -2.16 0.75 1.21
H -4.64 0.75 -0.50
H -5.09 -0.90 0.70
C 3.75 -0.17 -0.65
C 2.61 -0.90 0.01
S 1.12 0.15 0.29
H 3.50 0.23 -1.65
H 4.13 0.75 -0.21
H 4.59 -0.87 -0.74
H 2.94 -1.18 1.01
H 2.35 -1.78 -0.57
H 0.54 -0.22 -0.86
```

Its SMILES is C=CO.CCS. As for the gap between HOMO and LUMO: 9.82 eV. The lowest unoccupied orbital energy is 0.867 eV.

***

(two)
C4H10OS as an isolated structure, computed with wB97M-V/def2-TZVPD.

Structure (XYZ):
```
16
C4H10OS wB97M-V/def2-TZVPD
C -0.97 1.54 -0.23
C -0.27 0.20 0.01
C -1.14 -1.03 -0.40
C 1.18 -0.37 -0.46
H -1.27 1.85 -1.18
H -1.89 1.61 0.43
H 0.05 2.01 -0.01
H -2.11 -1.07 0.31
H -0.76 -2.10 -0.17
H -1.64 -0.88 -1.46
H 0.85 0.06 1.91
H 1.45 -1.50 -0.14
H 1.06 -0.38 -1.57
H 2.67 -0.04 1.57
O -0.05 -0.12 1.49
S 2.85 0.22 -0.10
```

As for the gap between HOMO and LUMO: 9.15 eV. The lowest unoccupied orbital energy is -0.008 eV.

***

(three)
One molecule with the formula C4H10OS, computed with wB97M-V/def2-TZVPD.

Structure (XYZ):
```
16
C4H10OS wB97M-V/def2-TZVPD
O 1.34 -2.33 1.62
C 1.24 -1.01 1.14
C 0.23 -0.75 0.06
C 0.17 0.71 -0.43
C -0.96 0.96 -1.38
S -1.59 2.71 -1.40
H 0.53 -2.58 2.06
H 1.00 -0.34 2.04
H 2.24 -0.79 0.78
H -0.79 -1.22 0.33
H 0.41 -1.35 -0.85
H 1.16 1.09 -0.68
H 0.00 1.34 0.46
H -0.79 0.68 -2.41
H -1.82 0.30 -1.06
H -2.38 2.59 -0.30
```

Its SMILES is OCCCCS. As for the gap between HOMO and LUMO: 10.05 eV. The lowest unoccupied orbital energy is 0.844 eV.

***

Relative energies with respect to the most stable structure, expressed in kJ/mol: (one) 65.3; (two) 324.2; (three) 0.0.